No. 1
Molecular formula: C7H14ClN4
Method: DFT, wB97M-V/def2-TZVPD

Last column: Mulliken charge in e.
Geometry (Å):
C 2.063 0.570 -0.295  -1.285
C 1.223 0.287 0.902  0.435
C 1.968 -0.492 2.069  -1.180
N 0.037 -0.378 0.547  0.019
N 0.064 -1.256 -0.291  0.152
C -1.224 -1.679 -0.962  -0.816
C -2.347 -0.631 -0.646  -0.156
Cl -2.865 -1.026 1.105  -0.155
C -1.698 0.707 -0.699  0.178
N -1.416 0.988 -2.048  -0.429
C -1.332 1.596 0.244  0.388
N -1.189 2.402 1.163  -0.568
H 1.463 1.104 -1.128  0.190
H 2.951 1.150 0.067  0.441
H 2.558 -0.367 -0.777  0.391
H 0.996 1.246 1.369  -0.038
H 2.469 -1.242 1.550  0.386
H 1.220 -0.795 2.987  0.308
H 2.781 0.254 2.381  0.365
H 0.959 -1.571 -0.678  0.259
H -1.408 -2.675 -0.506  0.405
H -1.056 -1.729 -2.099  0.351
H -3.201 -0.895 -1.102  0.571
H -1.712 0.366 -2.797  0.201
H -0.831 1.850 -2.265  0.247
H -0.472 2.213 1.911  0.340

Output
HOMO energy (alpha / beta)	-11.371 / -11.372	eV
spin multiplicity	1
DFT total energy	-25957.094	eV
ΔE to the lowest compared entry with this formula, charge and spin	96.3	kcal per mole
charge	+1

=====

No. 2
Molecular formula: C7H14I2
Method: DFT, wB97M-V/def2-TZVPD

Last column: Mulliken charge in e.
Geometry (Å):
C 1.255 0.047 -2.525  -1.168
C 0.583 -1.354 1.854  -1.048
C -1.051 0.391 2.129  -1.526
C -0.923 1.279 -0.889  -1.253
C 0.606 -0.684 -1.360  -0.180
C -0.514 -0.588 1.220  0.405
C 0.103 0.364 -0.367  -0.113
I -2.193 -1.838 0.433  0.035
I 1.680 1.654 0.406  0.119
H 2.305 -0.321 -2.773  0.267
H 1.311 1.184 -2.302  0.260
H 0.702 0.060 -3.472  0.336
H 0.859 -2.248 1.283  0.323
H 0.293 -1.537 2.928  0.364
H 1.467 -0.611 1.871  0.209
H -0.287 0.923 2.557  0.441
H -1.934 1.029 1.623  0.284
H -1.533 -0.038 2.947  0.567
H -1.858 0.874 -0.859  0.424
H -0.754 1.613 -1.937  0.332
H -1.161 2.217 -0.241  0.338
H 1.338 -1.235 -0.855  0.346
H -0.296 -1.181 -1.670  0.239

Output
HOMO energy	-9.066	eV
spin multiplicity	1
DFT total energy	-23685.448	eV
ΔE to the lowest compared entry with this formula, charge and spin	30.4	kcal per mole

=====

No. 3
Molecular formula: C7H14IN
Method: DFT, wB97M-V/def2-TZVPD

Last column: Mulliken charge in e.
Geometry (Å):
C -0.856 1.280 0.376  0.338
C -1.983 3.465 -0.032  -1.206
C -0.322 -2.307 -0.188  -1.386
C 2.134 -2.631 0.223  -1.478
C -1.043 2.370 -0.553  -0.192
C 1.206 -0.454 -0.640  -1.000
C 0.974 -1.623 0.246  0.955
N -1.208 0.954 1.496  -0.567
I 2.862 0.795 -0.255  -0.004
H -1.650 3.813 0.942  0.320
H -2.995 3.078 0.069  0.306
H -1.994 4.303 -0.724  0.371
H -0.233 -2.658 -1.214  0.369
H -0.541 -3.164 0.448  0.375
H -1.161 -1.614 -0.136  0.322
H 1.919 -3.472 0.880  0.400
H 2.283 -3.004 -0.788  0.343
H 3.055 -2.159 0.560  0.380
H -1.421 1.960 -1.495  0.245
H -0.051 2.783 -0.761  0.232
H 1.025 -0.566 -1.696  0.501
H 0.868 -1.268 1.285  0.082
H -0.868 0.117 1.956  0.295

Output
HOMO energy (alpha / beta)	-7.708 / -7.011	eV
spin multiplicity	1
DFT total energy	-17073.379	eV
ΔE to the lowest compared entry with this formula, charge and spin	0.9	kcal per mole

=====

No. 4
Molecular formula: C7H14N
Method: DFT, wB97M-V/def2-TZVPD

Last column: Mulliken charge in e.
Geometry (Å):
C -2.043 0.964 2.196  -0.839
C -1.044 0.742 1.340  0.003
C -0.731 -0.682 0.914  -0.457
C 0.288 -0.985 0.200  0.949
C 0.513 -2.260 -0.333  -1.507
C 1.351 0.065 -0.142  -0.835
C 1.328 0.475 -1.600  -0.467
N 0.090 1.404 -1.783  -0.248
H -2.243 2.038 2.823  0.220
H -2.684 0.151 2.731  0.244
H -0.392 1.586 1.011  0.133
H -1.371 -1.491 1.219  0.376
H 0.689 -2.357 -1.318  0.391
H 1.433 -2.817 0.055  0.318
H -0.442 -2.887 -0.139  0.335
H 2.375 -0.451 -0.101  0.337
H 1.568 1.029 0.507  0.411
H 1.027 -0.455 -2.254  0.284
H 2.211 0.988 -2.065  0.372
H 0.026 2.116 -2.505  0.383
H -0.041 1.901 -0.878  0.235
H -0.757 0.897 -2.053  0.364

Output
HOMO energy	-12.414	eV
spin multiplicity	1
DFT total energy	-8966.679	eV
ΔE to the lowest compared entry with this formula, charge and spin	55.3	kcal per mole
charge	+1

=====

No. 5
Molecular formula: C7H14N2
Method: DFT, wB97M-V/def2-TZVPD

Last column: Mulliken charge in e.
Geometry (Å):
C 0.601 -1.993 0.050  0.253
C -2.669 -0.338 -0.230  -0.627
C 0.407 1.751 0.386  -1.514
C 2.609 0.557 0.158  -1.476
C -1.974 -0.933 0.911  -0.826
C 1.122 0.406 0.517  0.743
C 0.500 -0.669 -0.334  -0.110
N 0.729 -3.102 0.358  -0.598
N -0.060 -0.359 -1.561  -0.373
H -3.470 -0.978 -0.601  0.350
H -3.062 0.654 -0.005  0.262
H -1.956 -0.213 -1.084  0.156
H 0.795 2.444 1.128  0.452
H 0.570 2.194 -0.595  0.342
H -0.661 1.635 0.544  0.272
H 2.728 0.885 -0.874  0.311
H 3.076 1.294 0.808  0.428
H 3.127 -0.391 0.282  0.375
H -1.930 -1.999 1.021  0.413
H -1.651 -0.333 1.739  0.368
H 1.064 0.075 1.560  0.354
H -0.099 -1.118 -2.225  0.242
H 0.204 0.533 -1.953  0.203

Output
HOMO energy (alpha / beta)	-7.563 / -7.180	eV
spin multiplicity	1
DFT total energy	-10463.197	eV
ΔE to the lowest compared entry with this formula, charge and spin	73.1	kcal per mole

=====

No. 6
Molecular formula: C7H14N2
Method: DFT, wB97M-V/def2-TZVPD

Last column: Mulliken charge in e.
Geometry (Å):
C 3.297 0.928 0.129  -1.144
C 2.438 -0.250 0.465  0.685
C 2.689 -1.541 0.133  -0.563
N 1.649 -2.266 0.713  -0.068
C 0.840 -1.379 1.297  -0.260
N 1.228 -0.135 1.127  -0.561
H 3.447 1.005 -0.944  0.294
H 4.208 0.896 0.735  0.299
H 2.915 1.888 0.486  0.316
H 3.558 -2.097 -0.175  0.347
H 1.508 -3.256 0.668  0.161
H -0.001 -1.628 1.928  0.491
C -2.218 0.222 -1.754  -1.362
C -2.065 0.495 -0.271  0.134
C -3.188 1.402 0.311  -1.048
H -2.396 1.131 -2.316  0.369
H -2.987 -0.488 -1.897  0.364
H -1.355 -0.295 -2.180  0.348
H -1.978 -0.391 0.354  0.148
H -1.108 0.996 -0.098  0.201
H -2.845 2.322 0.769  0.283
H -3.857 1.553 -0.539  0.298
H -3.781 0.888 1.059  0.267

Output
HOMO energy	-8.700	eV
spin multiplicity	1
DFT total energy	-10465.825	eV
ΔE to the lowest compared entry with this formula, charge and spin	12.5	kcal per mole

=====

No. 7
Molecular formula: C7H14N2
Method: DFT, wB97M-V/def2-TZVPD

Last column: Mulliken charge in e.
Geometry (Å):
C 0.184 -0.952 -0.013  2.015
C -0.491 -1.549 -1.248  -1.823
C 1.604 -0.516 -0.224  -1.380
C 0.093 -1.916 1.169  -2.051
N -0.577 1.273 -0.837  0.041
C -0.295 0.499 0.355  -0.310
C -0.178 2.579 -1.012  0.044
C -1.028 0.759 1.508  -0.859
N 0.588 3.302 -0.309  -0.736
H -1.356 0.957 -1.398  0.268
H 0.892 2.848 0.552  0.292
H -0.537 2.994 -1.954  0.379
H -0.280 -0.968 -2.145  0.424
H -0.110 -2.556 -1.419  0.458
H 1.099 0.693 0.578  0.219
H 1.828 0.032 -1.131  0.359
H 2.399 -1.125 0.189  0.351
H 0.635 -2.832 0.928  0.464
H -0.944 -2.161 1.396  0.416
H 0.547 -1.496 2.067  0.467
H -1.572 -1.610 -1.104  0.352
H -1.394 -0.017 2.160  0.315
H -1.106 1.765 1.893  0.295

Output
HOMO energy (alpha / beta)	-7.797 / -7.798	eV
spin multiplicity	1
DFT total energy	-10461.988	eV
ΔE to the lowest compared entry with this formula, charge and spin	101.0	kcal per mole

=====

No. 8
Molecular formula: C7H14N2
Method: DFT, wB97M-V/def2-TZVPD

Last column: Mulliken charge in e.
Geometry (Å):
C 0.876 -0.392 0.071  1.264
C 1.332 -1.354 -0.993  -1.655
C 1.946 -0.029 1.076  -1.624
C -0.812 -0.093 2.199  -1.483
C -1.629 1.834 -1.608  -1.151
C -0.723 -0.550 0.768  0.906
C -0.458 0.927 -1.471  0.041
N 0.049 0.700 -0.310  -0.286
N -1.611 -1.356 0.340  -0.824
H -1.500 -1.634 -0.632  0.243
H -0.195 0.328 -2.345  0.352
H 0.511 -1.675 -1.638  0.334
H 2.080 -0.892 -1.643  0.362
H 1.772 -2.233 -0.523  0.412
H 2.813 0.371 0.544  0.409
H 2.255 -0.907 1.641  0.345
H 1.615 0.733 1.774  0.372
H -1.808 -0.327 2.568  0.450
H -0.626 0.976 2.275  0.344
H -0.097 -0.619 2.831  0.255
H -1.646 2.268 -2.607  0.377
H -1.590 2.644 -0.880  0.307
H -2.554 1.277 -1.437  0.251

Output
HOMO energy (alpha / beta)	-7.979 / -7.978	eV
spin multiplicity	1
DFT total energy	-10463.741	eV
ΔE to the lowest compared entry with this formula, charge and spin	60.5	kcal per mole

=====

> What is the formula in the seventh record?

C7H14N2